[1]
Density functional theory data (ωB97M-V with the def2-TZVPD basis set) for C23H34N2O3 in the gas phase.

Last column: Mulliken charge in e.
Cartesian coordinates (Å):
O -4.993 -1.840 4.049  -0.38
O 1.504 -2.192 -4.022  -0.68
O 1.222 2.600 -0.309  -0.72
N 1.575 -0.017 -3.451  0.10
N -0.896 2.103 0.235  0.19
C 4.392 -0.781 -2.058  -0.06
C 1.307 1.096 -2.567  -0.91
C -5.769 -1.866 5.221  -0.70
C -2.339 0.658 1.583  -0.56
C 4.710 -1.915 -4.137  -0.22
C 0.231 1.912 -0.484  0.13
C -3.762 -1.164 4.171  -0.53
C 4.365 -0.762 -3.445  0.52
C 5.066 -3.064 -3.458  -0.60
C -2.112 1.325 0.222  -1.15
C -2.386 1.706 2.696  0.49
C 0.567 -0.547 -0.887  -0.09
C -3.900 0.360 4.283  -0.73
C -2.564 1.089 4.087  -1.08
C 4.747 -1.930 -1.374  -0.75
C 1.246 -1.308 -3.225  0.72
C -1.098 2.531 2.637  -0.82
C -0.914 3.141 1.250  -1.15
C 0.228 0.798 -1.531  0.32
C 0.478 -1.625 -1.953  -0.62
C 3.895 0.457 -4.189  -1.24
C 5.081 -3.077 -2.073  -0.45
C 2.419 0.283 -4.590  -1.19
H -2.488 1.898 4.817  0.40
H -3.234 2.375 2.506  0.18
H -0.114 -0.777 -0.065  -0.02
H 2.218 1.389 -2.030  0.31
H -3.273 0.098 1.543  0.40
H -4.625 0.697 3.540  0.34
H -0.243 1.889 2.860  0.34
H -1.741 0.399 4.284  0.44
H -0.742 0.740 -2.032  0.53
H 4.479 0.596 -5.100  0.50
H -5.188 -2.245 6.071  0.31
H -4.304 0.602 5.268  0.48
H -2.950 2.003 0.012  0.36
H 4.140 0.113 -1.503  0.38
H 2.328 -0.562 -5.276  0.53
H 4.007 1.347 -3.569  0.37
H -3.205 -1.547 5.040  0.35
H 4.688 -1.914 -5.217  0.37
H -1.740 3.829 1.032  0.41
H 1.580 -0.500 -0.483  0.28
H -0.565 -1.788 -2.243  0.24
H 1.002 1.952 -3.181  0.30
H 2.052 1.191 -5.078  0.46
H -1.125 3.330 3.379  0.44
H -6.599 -2.542 5.022  0.26
H -2.084 0.566 -0.556  0.40
H 0.030 3.682 1.185  0.45
H 5.326 -3.956 -4.008  0.38
H -6.165 -0.877 5.475  0.28
H 0.860 -2.578 -1.584  0.40
H 4.760 -1.931 -0.293  0.41
H -3.213 -1.428 3.265  0.24
H -1.523 -0.041 1.783  0.24
H 5.352 -3.977 -1.541  0.39

Results
relative energy (zero: lowest compared OMol25 entry of this formula, charge and spin) = 11.0 kcal/mol
calculated total energy = -1232.084498 Eh
E_HOMO = -8.710 eV
LUMO energy = 0.0243 Eh
Kohn-Sham gap = 9.370 eV

---

[2]
Density functional theory data (ωB97M-V with the def2-TZVPD basis set) for an isolated ion of composition C4H10N2OS and charge -2 at a distorted geometry.

Last column: Mulliken charge in e.
Cartesian coordinates (Å):
S 3.602 1.286 0.320  -0.78
O -3.347 -0.500 -1.318  -0.93
N -1.555 0.440 0.008  -0.43
N 1.348 -1.004 1.703  -0.74
C 0.740 0.045 0.792  0.40
C -2.198 0.186 -1.408  -0.14
C 1.729 0.716 -0.229  -1.35
C -0.461 -0.565 0.148  -0.51
H -0.069 -1.025 -0.866  0.22
H 1.707 -0.492 2.432  0.30
H -0.917 -1.489 0.719  0.15
H 0.428 0.830 1.416  0.18
H 2.198 -1.408 1.344  0.26
H 1.331 1.578 -0.699  0.46
H 1.745 0.295 -1.202  0.36
H -1.570 -0.401 -2.220  0.11
H -2.385 1.225 -1.754  0.18
H -2.325 0.283 0.814  0.25

Results
relative energy (zero: lowest compared OMol25 entry of this formula, charge and spin) = 51.7 kcal/mol
calculated total energy = -741.195483 Eh
E_HOMO = 0.136 eV
net charge = -2
LUMO energy = 0.2155 Eh
Kohn-Sham gap = 5.727 eV

---

[3]
Density functional theory data (ωB97M-V with the def2-TZVPD basis set) for CH2N4O in the gas phase at a distorted geometry.

Last column: Mulliken charge in e.
Cartesian coordinates (Å):
O -0.178 1.143 -0.043  -0.28
N -1.218 -0.800 0.006  -0.23
N -0.003 -1.108 -0.046  -0.13
N -1.476 0.462 -0.138  0.08
N 2.120 -0.080 0.001  -0.53
C 0.798 0.011 0.137  0.51
H -1.843 0.686 0.919  0.34
H 2.518 0.777 -0.159  0.24

Results
relative energy (zero: lowest compared OMol25 entry of this formula, charge and spin) = 87.6 kcal/mol
calculated total energy = -333.408158 Eh
E_HOMO = -10.207 eV
LUMO energy = -0.0262 Eh
Kohn-Sham gap = 9.495 eV

---

[4]
Density functional theory data (ωB97M-V with the def2-TZVPD basis set) for C6H12O in the gas phase.

Last column: Mulliken charge in e.
Cartesian coordinates (Å):
O 1.705 -0.892 -1.626  -0.57
C -0.214 0.571 -0.152  -0.90
C 1.736 -0.881 0.828  -0.71
C 1.181 0.461 0.421  -0.03
C -2.619 0.053 -0.187  -1.24
C -1.437 0.360 0.734  -0.23
C 2.169 -0.266 -0.464  -0.19
H -1.263 -0.475 1.424  0.30
H 3.189 0.108 -0.540  0.34
H -2.414 -0.867 -0.748  0.34
H -2.751 0.860 -0.922  0.27
H -3.563 -0.077 0.349  0.39
H 1.067 -1.734 0.765  0.25
H -0.297 1.543 -0.657  0.31
H 1.572 1.319 0.967  0.42
H -0.275 -0.181 -0.940  0.36
H -1.649 1.239 1.352  0.29
H 1.407 -0.208 -2.244  0.34
H 2.457 -0.933 1.642  0.27

Results
relative energy (zero: lowest compared OMol25 entry of this formula, charge and spin) = 30.9 kcal/mol
calculated total energy = -311.009982 Eh
E_HOMO = -9.757 eV
LUMO energy = 0.0371 Eh
Kohn-Sham gap = 10.766 eV

---

[5]
Density functional theory data (ωB97M-V with the def2-TZVPD basis set) for C19H23ClN4O7S in the gas phase at a distorted geometry.

Last column: Mulliken charge in e.
Cartesian coordinates (Å):
Cl -1.896 4.915 -0.309  -0.21
S -4.472 -0.626 1.063  1.29
O 0.160 2.131 1.993  -0.61
O 6.845 -0.956 0.554  -0.65
O 4.292 2.692 -0.213  -0.71
O -5.877 -0.583 0.788  -0.69
O 0.830 0.433 -0.225  -0.87
O -4.024 -1.148 2.318  -0.72
O 0.260 2.934 -0.105  -0.35
N -3.741 -1.499 -0.142  0.37
N 5.555 0.857 0.167  -0.03
N 2.324 -1.605 0.123  -0.21
N 4.604 -1.275 0.362  -0.07
C -3.964 3.215 -0.129  -0.68
C -4.160 -1.162 -1.487  -0.49
C -2.144 -3.333 -0.486  -1.53
C 6.757 1.677 0.168  -1.14
C 5.752 -0.474 0.375  0.66
C 4.803 -2.698 0.564  -1.32
C -2.613 3.418 0.128  0.76
C -2.472 1.240 1.125  -0.70
C 3.173 0.614 -0.014  -0.45
C -3.800 1.025 0.821  -0.20
C 1.648 2.653 -0.120  -0.88
C -5.286 -2.079 -1.950  -1.29
C 3.358 -0.769 0.160  0.38
C -4.551 2.004 0.197  -0.38
C 1.834 1.141 -0.138  1.20
C -0.381 2.497 0.983  0.46
C -1.856 2.431 0.757  -0.06
C -2.382 -1.935 0.078  -0.52
C 4.320 1.491 -0.031  0.90
H -1.901 0.484 1.638  0.56
H -1.144 -3.670 -0.225  0.41
H -4.538 3.998 -0.598  0.47
H -2.240 -3.339 -1.569  0.32
H 2.410 -2.573 0.372  0.23
H -6.124 -1.978 -1.267  0.28
H -5.604 -1.806 -2.953  0.43
H 7.257 1.595 1.133  0.33
H 2.146 3.078 0.757  0.38
H 1.413 -1.142 0.015  0.19
H -4.957 -3.114 -1.950  0.30
H 4.294 -3.035 1.469  0.40
H -3.299 -1.236 -2.156  0.43
H 2.057 3.112 -1.020  0.47
H 6.453 2.704 -0.018  0.36
H -2.869 -4.026 -0.067  0.35
H -1.663 -1.224 -0.356  0.43
H -2.254 -1.956 1.161  0.48
H 7.437 1.332 -0.610  0.33
H 4.455 -3.263 -0.302  0.40
H -4.510 -0.123 -1.502  0.31
H 5.874 -2.853 0.684  0.36
H -5.591 1.808 -0.013  0.52

Results
relative energy (zero: lowest compared OMol25 entry of this formula, charge and spin) = 0.0 kcal/mol
calculated total energy = -2341.983987 Eh
E_HOMO = -9.368 eV
LUMO energy = 0.0063 Eh
Kohn-Sham gap = 9.539 eV

---

[6]
Density functional theory data (ωB97M-V with the def2-TZVPD basis set) for C6H5NO in the gas phase at a distorted geometry.

Last column: Mulliken charge in e.
Cartesian coordinates (Å):
O -2.378 -1.878 0.111  -0.52
N 3.862 -1.008 -0.343  -0.43
C -0.850 0.128 -0.317  0.46
C 0.416 -0.624 -0.069  -0.10
C -2.086 -0.615 -0.061  -0.07
C -0.866 1.436 -0.099  -0.78
C 1.508 0.004 0.377  -0.41
C 2.843 -0.465 0.171  0.10
H 0.167 2.016 -0.091  0.24
H 1.507 0.818 1.028  0.46
H -2.904 0.056 -0.093  0.33
H -1.705 1.883 -0.260  0.41
H 0.486 -1.752 -0.356  0.30

Results
relative energy (zero: lowest compared OMol25 entry of this formula, charge and spin) = 73.1 kcal/mol
calculated total energy = -361.467798 Eh
E_HOMO = -9.884 eV
LUMO energy = -0.0506 Eh
Kohn-Sham gap = 8.508 eV